Record 1
ORCA calculation (ωB97M-V with the def2-TZVPD basis set) on a single C8H10N2O molecule in a non-equilibrium geometry.

Output
Gap between HOMO and LUMO   0.341 hartree
Structure (SMILES)   Cc1ccccc1/N=C\NO
Energy   -495.4812 hartree
Largest force on an atom   3.45 eV/Å
HOMO energy   -0.3114 hartree
Relative energy (zero: lowest compared OMol25 entry of this formula, charge and spin)   347.6 kJ/mol
Lowest unoccupied orbital energy   0.81 eV

The geometry in XYZ format:
```
21
Properties=species:S:1:pos:R:3:forces:R:3
C -0.0459 2.2005 0.0467 0.7634 0.7854 -1.1351
C 0.7188 0.9448 -0.3618 0.6674 -1.6254 1.7817
C 2.0196 0.6703 0.1849 -0.1547 -2.0838 -0.5598
C 2.5890 -0.6316 0.2637 -2.0837 0.0644 -0.8022
C 1.7870 -1.7390 -0.2146 0.7417 1.7153 1.1684
C 0.4961 -1.5383 -0.6550 0.6189 2.0279 -1.9446
C 0.0314 -0.2007 -0.8177 -2.4060 0.6067 -0.2235
N -1.3684 0.0323 -1.4187 3.2267 -0.2148 1.2078
C -2.3757 -0.2569 -0.7058 -0.6011 -1.0721 -0.4124
N -2.4811 -0.7168 0.5795 -0.6602 0.6088 -0.7073
O -1.4552 -0.7208 1.4745 1.8633 0.8631 0.6763
H 0.5900 2.8795 0.6474 0.0276 -0.1034 -0.8615
H -0.8326 2.0183 0.7580 -0.6944 -0.5817 0.1220
H -0.5225 2.7028 -0.8349 0.5066 -0.2216 0.8515
H 2.7028 1.3732 0.5887 -0.0951 1.3366 0.2905
H 3.5735 -0.7208 0.7508 -0.6087 -0.2734 -0.5375
H 2.1247 -2.7433 -0.1667 0.5683 -0.7000 0.0856
H -0.0193 -2.3032 -1.2239 -0.2756 -0.2059 0.5895
H -3.3178 -0.2138 -1.2692 -0.1089 -0.0319 0.7530
H -3.2674 -1.1677 1.0042 -0.4578 0.2281 -0.4377
H -0.9471 0.1310 1.3702 -0.8376 -1.1222 0.0952
```
Positions in Å, forces in eV/Å.

Löwdin population analysis, charges in e, atoms 1 to 8: number 1, C, carries -0.0559; number 2, C, carries -0.2217; number 3, C, carries -0.0505; number 4, C, carries -0.0631; number 5, C, carries -0.0816; number 6, C, carries -0.0523; number 7, C, carries -0.2048; number 8, N, carries 0.0937

---

Record 2
ORCA calculation (ωB97M-V with the def2-TZVPD basis set) on a single C8H10N2O molecule in a non-equilibrium geometry.

Output
Gap between HOMO and LUMO (spin up / spin down)   0.230 / 0.302 hartree
Energy   -495.1548 hartree
Largest force on an atom   6.00 eV/Å
HOMO energy (spin up / spin down)   -0.2010 / -0.3208 hartree
Relative energy (zero: lowest compared OMol25 entry of this formula, charge and spin)   611.8 kJ/mol
Lowest unoccupied orbital energy (spin up / spin down)   0.79 / -0.50 eV
Spin multiplicity   3

The geometry in XYZ format:
```
21
Properties=species:S:1:pos:R:3:forces:R:3
C -0.3730 -0.6359 0.1809 0.2794 -1.1204 -0.9958
C 0.6578 -1.2437 0.0784 0.5506 0.7759 -0.1947
C 2.0547 -1.6321 0.0139 -0.1311 2.3796 -1.4791
C -3.6178 0.6655 0.1240 -0.9835 -0.8650 4.0283
C -3.0687 -0.7337 -0.2652 -0.1523 -1.1385 -0.5797
C 1.7978 1.3476 0.7158 -1.9184 1.8049 1.0908
C -2.1986 0.8768 0.7701 -0.9139 2.1086 -0.5482
C -1.6622 -0.1224 0.0685 -1.6310 -0.7592 1.8766
N 2.7410 0.6150 0.2306 4.4969 -3.8644 -0.9493
N 3.6353 1.0724 -0.7771 -1.3475 0.0014 1.5329
O 2.9607 -0.7210 0.6558 -0.6672 0.6643 0.3816
H 2.0895 -2.5561 0.4169 0.9289 -2.9494 2.0476
H 2.4524 -1.7784 -0.9788 -0.4207 0.1433 -0.8404
H -3.8362 1.2723 -0.6821 -0.0609 1.3657 -1.7923
H -4.6021 0.7386 0.7983 2.2290 -0.4722 -1.1163
H -3.4367 -1.5262 0.4972 0.9586 1.2337 -1.2939
H -3.2635 -1.1276 -1.3153 0.2552 0.5760 1.2545
H 1.7915 2.3173 0.3215 -0.8119 1.5177 0.1432
H -1.7345 1.6639 1.4493 -0.7693 -1.1584 -1.0373
H 3.0885 0.9268 -1.5971 0.5658 -0.2724 -1.3864
H 4.5241 0.5810 -0.7054 -0.4567 0.0290 -0.1421
```
Positions in Å, forces in eV/Å.

Löwdin population analysis, charges in e, atoms 1 to 8: number 1, C, carries 0.0080; number 2, C, carries 0.0305; number 3, C, carries -0.1897; number 4, C, carries -0.1699; number 5, C, carries -0.1298; number 6, C, carries 0.0717; number 7, C, carries -0.0125; number 8, C, carries -0.2626

---

Record 3
ORCA calculation (ωB97M-V with the def2-TZVPD basis set) on a single C8H10N2O3S molecule in a non-equilibrium geometry.

Output
Gap between HOMO and LUMO   0.337 hartree
Energy   -1044.0094 hartree
Largest force on an atom   7.06 eV/Å
HOMO energy   -0.3350 hartree
Relative energy (zero: lowest compared OMol25 entry of this formula, charge and spin)   681.5 kJ/mol
Lowest unoccupied orbital energy   0.05 eV

The geometry in XYZ format:
```
24
Properties=species:S:1:pos:R:3:forces:R:3
C 0.6014 -2.7807 -0.4767 0.1316 1.7570 0.3110
C 1.9351 -2.5154 -0.1699 -1.8247 1.4313 -0.0163
C -0.3330 -1.6840 -0.6435 -0.0868 0.8243 -1.4967
C 2.4276 -1.1587 -0.0064 -0.5618 -0.2533 -1.3646
C 0.0977 -0.3736 -0.6709 6.3317 -2.3512 2.0614
C 1.6767 -0.0788 -0.3341 -6.5140 -1.2001 0.1053
C -1.6394 1.1589 0.1473 -2.4820 -2.8878 0.6078
C -1.9502 0.3849 1.4596 2.6631 0.3608 0.4438
N -1.9670 2.4489 0.3628 -1.1266 2.9226 -0.0209
N -0.5962 0.8156 -0.7829 -1.0004 1.8749 -1.3723
O -0.0187 1.7123 -1.5132 -0.5120 -0.3084 0.6719
O -2.0907 0.5335 -1.0888 0.3733 0.0079 0.4214
O 3.3288 1.5253 0.8063 0.9215 0.4386 1.1249
S 2.0416 1.6531 0.1258 0.9267 -1.5189 -2.4554
H 0.1858 -3.7839 -0.5679 0.4199 0.1987 0.0841
H 2.5347 -3.3509 0.0424 1.0601 -0.7518 0.1047
H -1.3725 -1.8334 -1.0079 0.7290 -0.2035 0.7084
H 3.4400 -0.8518 0.1421 0.8371 -0.6423 0.7776
H -2.9351 0.7727 1.7995 0.8537 -0.3748 0.0457
H -1.0328 0.7827 2.1409 -2.4893 -1.1558 -0.9938
H -1.9362 -0.7430 1.4066 0.0167 1.4367 -0.1148
H -1.8092 3.0377 -0.4250 0.9526 0.3450 -0.8767
H -2.9811 2.6199 0.4938 0.8787 -0.8263 0.5184
H 2.3928 1.7086 -1.2401 -0.4979 0.8765 0.7250
```
Positions in Å, forces in eV/Å.

Löwdin population analysis, charges in e, atoms 1 to 8: number 1, C, carries -0.0571; number 2, C, carries -0.0465; number 3, C, carries -0.0168; number 4, C, carries -0.0767; number 5, C, carries -0.1268; number 6, C, carries -0.2651; number 7, C, carries -0.5787; number 8, C, carries 0.0181

---

Record 4
ORCA calculation (ωB97M-V with the def2-TZVPD basis set) on a single C8H10N2O4S2 molecule in a non-equilibrium geometry.

Output
Gap between HOMO and LUMO   0.288 hartree
Structure (SMILES)   CC(=O)N(C)[C@H](N=O)S(=O)(=O)c1ccsc1
Energy   -1517.5053 hartree
Largest force on an atom   5.55 eV/Å
HOMO energy   -0.3380 hartree
Relative energy (zero: lowest compared OMol25 entry of this formula, charge and spin)   0.0 kJ/mol
Lowest unoccupied orbital energy   -1.35 eV

The geometry in XYZ format:
```
26
Properties=species:S:1:pos:R:3:forces:R:3
C -0.7622 0.9294 -3.3591 -0.0265 1.8583 -3.4243
C 0.1362 0.3761 -2.3391 2.6652 -0.7340 0.4659
O 1.2762 -0.0013 -2.5869 -0.5740 0.0769 -0.3591
N -0.3359 0.1961 -1.0683 -0.4806 1.5583 -0.0616
C -1.6076 0.8262 -0.6924 -1.6024 -1.7558 0.1145
C 0.2926 -0.7427 -0.2301 -0.8575 0.6327 2.2696
N -0.7028 -1.6583 0.2900 0.8127 -3.6801 2.8673
O -0.2489 -2.6065 1.0192 -1.6259 3.5942 -3.2596
S 1.2257 -0.0226 1.3183 -0.2674 -0.2902 -0.3654
O 0.2583 0.7881 2.0251 0.4678 -0.5651 -0.0076
O 2.4306 0.5532 0.8045 0.0261 0.1272 -0.1208
C 1.7086 -1.4523 2.3021 -0.7520 -0.2441 0.8802
C 1.1087 -1.6597 3.5977 -2.1278 5.0950 -0.6017
C 1.6189 -2.6702 4.2648 -0.0940 -2.4167 3.4698
S 2.7565 -3.4849 3.3620 1.0226 -0.8996 -1.2844
C 2.5924 -2.4541 2.0136 -1.9336 1.2423 3.5130
H -1.6351 0.2080 -3.4230 0.5227 1.4423 -0.0203
H -0.1612 0.8681 -4.4201 -1.5265 0.0790 2.7735
H -1.0114 2.1091 -3.2330 0.1980 -3.1018 -0.1063
H -1.9024 1.7762 -1.2108 0.6985 -1.2761 0.0537
H -2.3543 -0.0405 -0.8344 0.3365 1.9196 0.2100
H -1.5974 1.0775 0.3561 0.1249 -0.0879 0.3936
H 1.0913 -1.2261 -0.6721 1.5412 -1.0070 -1.3901
H 0.4227 -0.7910 3.9733 1.0894 -2.1766 -0.4601
H 1.4332 -3.1259 5.3107 0.0606 1.3077 -1.9228
H 3.0722 -2.6086 1.1654 2.3019 -0.6986 -3.6267
```
Positions in Å, forces in eV/Å.

Löwdin population analysis, charges in e, atoms 1 to 8: number 1, C, carries -0.0335; number 2, C, carries -0.5368; number 3, O, carries 0.0558; number 4, N, carries -0.0878; number 5, C, carries -0.0406; number 6, C, carries -0.3065; number 7, N, carries 0.0659; number 8, O, carries -0.0074

---

Record 5
ORCA calculation (ωB97M-V with the def2-TZVPD basis set) on C8H10N2O8S2Zn as an isolated structure in a non-equilibrium geometry.

Output
Gap between HOMO and LUMO   0.134 hartree
Charge   -2
Energy   -3597.8206 hartree
Largest force on an atom   5.54 eV/Å
HOMO energy   -0.0503 hartree
Lowest unoccupied orbital energy   2.28 eV

The geometry in XYZ format:
```
31
Properties=species:S:1:pos:R:3:forces:R:3
Zn -2.2787 -0.6814 -0.1709 -0.4709 1.3268 -2.9829
S -3.1571 2.5285 -1.5295 -0.1138 -0.5430 -4.3763
O -4.0621 1.5006 -1.0292 -4.0569 -2.5676 1.4121
O -1.9861 2.1060 -0.7971 4.5842 0.6025 2.4582
O -2.9139 2.2665 -2.9909 -0.3706 1.0749 1.4084
O -3.6930 3.8850 -1.3057 0.6280 -0.4653 0.4743
S -1.1911 -2.2365 -3.2721 1.0701 -0.2318 -0.8715
O -0.8345 -3.5904 -3.6722 -0.5394 -1.0389 -0.0674
O -2.5358 -2.1510 -2.6193 -3.5584 -0.1013 0.5573
O -0.4724 -1.8192 -2.1108 3.6644 1.1225 4.0031
O -0.9770 -1.3144 -4.3500 -0.7181 0.7830 -1.3381
N 3.0712 1.7094 -0.2762 1.0688 -1.7769 -1.3450
C 3.8943 0.7975 -0.9696 -0.2213 0.7266 1.1425
C 5.1783 0.9973 -0.5043 -0.1738 -1.1017 -1.7761
C 5.1571 2.0370 0.3847 -0.1785 1.5769 1.7784
C 3.8478 2.4463 0.5748 0.0588 0.3010 -0.6998
H 2.1058 1.7831 -0.5639 -0.0850 0.3756 0.5592
H 3.5265 0.0504 -1.6573 -0.2929 0.2868 0.0561
H 6.0794 0.5301 -0.8733 -0.1664 -0.2365 0.0183
H 6.0323 2.4797 0.8369 -0.1361 0.0146 0.2007
H 3.4491 3.2890 1.1200 -0.0182 -0.1942 0.0165
N -1.1195 -2.5403 2.4518 -0.4674 -0.7601 -0.5492
C -2.4828 -2.6051 2.4088 -0.6731 -0.6711 0.2064
C -2.9970 -1.3610 2.7082 0.5962 -0.0281 -0.7259
C -1.8527 -0.4901 2.8175 -1.2740 0.7774 0.2098
C -0.7680 -1.2654 2.6405 2.3862 0.3991 0.1514
H -0.4352 -3.2408 2.2044 -0.5181 -0.0787 -0.1058
H -2.9920 -3.5229 2.1541 0.0527 0.0687 0.1340
H -4.0422 -1.0901 2.7329 0.1317 -0.0246 0.0574
H -1.8435 0.5665 3.0406 -0.0835 -0.0867 -0.1386
H 0.2929 -1.0645 2.6170 -0.1248 0.4703 0.1324
```
Positions in Å, forces in eV/Å.

Löwdin population analysis, charges in e, atoms 1 to 8: number 1, Zn, carries 1.1233; number 2, S, carries 0.1416; number 3, O, carries -0.4542; number 4, O, carries -0.4857; number 5, O, carries -0.4077; number 6, O, carries -0.4095; number 7, S, carries 0.1034; number 8, O, carries -0.4119

---

Among the records above, which one has the lowest largest force on an atom?
number 1

---

Copy entry 3 word for word.
ORCA calculation (ωB97M-V with the def2-TZVPD basis set) on a single C8H10N2O3S molecule in a non-equilibrium geometry.

Output
Gap between HOMO and LUMO   0.337 hartree
Energy   -1044.0094 hartree
Largest force on an atom   7.06 eV/Å
HOMO energy   -0.3350 hartree
Relative energy (zero: lowest compared OMol25 entry of this formula, charge and spin)   681.5 kJ/mol
Lowest unoccupied orbital energy   0.05 eV

The geometry in XYZ format:
```
24
Properties=species:S:1:pos:R:3:forces:R:3
C 0.6014 -2.7807 -0.4767 0.1316 1.7570 0.3110
C 1.9351 -2.5154 -0.1699 -1.8247 1.4313 -0.0163
C -0.3330 -1.6840 -0.6435 -0.0868 0.8243 -1.4967
C 2.4276 -1.1587 -0.0064 -0.5618 -0.2533 -1.3646
C 0.0977 -0.3736 -0.6709 6.3317 -2.3512 2.0614
C 1.6767 -0.0788 -0.3341 -6.5140 -1.2001 0.1053
C -1.6394 1.1589 0.1473 -2.4820 -2.8878 0.6078
C -1.9502 0.3849 1.4596 2.6631 0.3608 0.4438
N -1.9670 2.4489 0.3628 -1.1266 2.9226 -0.0209
N -0.5962 0.8156 -0.7829 -1.0004 1.8749 -1.3723
O -0.0187 1.7123 -1.5132 -0.5120 -0.3084 0.6719
O -2.0907 0.5335 -1.0888 0.3733 0.0079 0.4214
O 3.3288 1.5253 0.8063 0.9215 0.4386 1.1249
S 2.0416 1.6531 0.1258 0.9267 -1.5189 -2.4554
H 0.1858 -3.7839 -0.5679 0.4199 0.1987 0.0841
H 2.5347 -3.3509 0.0424 1.0601 -0.7518 0.1047
H -1.3725 -1.8334 -1.0079 0.7290 -0.2035 0.7084
H 3.4400 -0.8518 0.1421 0.8371 -0.6423 0.7776
H -2.9351 0.7727 1.7995 0.8537 -0.3748 0.0457
H -1.0328 0.7827 2.1409 -2.4893 -1.1558 -0.9938
H -1.9362 -0.7430 1.4066 0.0167 1.4367 -0.1148
H -1.8092 3.0377 -0.4250 0.9526 0.3450 -0.8767
H -2.9811 2.6199 0.4938 0.8787 -0.8263 0.5184
H 2.3928 1.7086 -1.2401 -0.4979 0.8765 0.7250
```
Positions in Å, forces in eV/Å.

Löwdin population analysis, charges in e, atoms 1 to 8: number 1, C, carries -0.0571; number 2, C, carries -0.0465; number 3, C, carries -0.0168; number 4, C, carries -0.0767; number 5, C, carries -0.1268; number 6, C, carries -0.2651; number 7, C, carries -0.5787; number 8, C, carries 0.0181

---

The highest largest force on an atom belongs to which entry?
C8H10N2O3S

---

Repeat the second record exactly.
ORCA calculation (ωB97M-V with the def2-TZVPD basis set) on a single C8H10N2O molecule in a non-equilibrium geometry.

Output
Gap between HOMO and LUMO (spin up / spin down)   0.230 / 0.302 hartree
Energy   -495.1548 hartree
Largest force on an atom   6.00 eV/Å
HOMO energy (spin up / spin down)   -0.2010 / -0.3208 hartree
Relative energy (zero: lowest compared OMol25 entry of this formula, charge and spin)   611.8 kJ/mol
Lowest unoccupied orbital energy (spin up / spin down)   0.79 / -0.50 eV
Spin multiplicity   3

The geometry in XYZ format:
```
21
Properties=species:S:1:pos:R:3:forces:R:3
C -0.3730 -0.6359 0.1809 0.2794 -1.1204 -0.9958
C 0.6578 -1.2437 0.0784 0.5506 0.7759 -0.1947
C 2.0547 -1.6321 0.0139 -0.1311 2.3796 -1.4791
C -3.6178 0.6655 0.1240 -0.9835 -0.8650 4.0283
C -3.0687 -0.7337 -0.2652 -0.1523 -1.1385 -0.5797
C 1.7978 1.3476 0.7158 -1.9184 1.8049 1.0908
C -2.1986 0.8768 0.7701 -0.9139 2.1086 -0.5482
C -1.6622 -0.1224 0.0685 -1.6310 -0.7592 1.8766
N 2.7410 0.6150 0.2306 4.4969 -3.8644 -0.9493
N 3.6353 1.0724 -0.7771 -1.3475 0.0014 1.5329
O 2.9607 -0.7210 0.6558 -0.6672 0.6643 0.3816
H 2.0895 -2.5561 0.4169 0.9289 -2.9494 2.0476
H 2.4524 -1.7784 -0.9788 -0.4207 0.1433 -0.8404
H -3.8362 1.2723 -0.6821 -0.0609 1.3657 -1.7923
H -4.6021 0.7386 0.7983 2.2290 -0.4722 -1.1163
H -3.4367 -1.5262 0.4972 0.9586 1.2337 -1.2939
H -3.2635 -1.1276 -1.3153 0.2552 0.5760 1.2545
H 1.7915 2.3173 0.3215 -0.8119 1.5177 0.1432
H -1.7345 1.6639 1.4493 -0.7693 -1.1584 -1.0373
H 3.0885 0.9268 -1.5971 0.5658 -0.2724 -1.3864
H 4.5241 0.5810 -0.7054 -0.4567 0.0290 -0.1421
```
Positions in Å, forces in eV/Å.

Löwdin population analysis, charges in e, atoms 1 to 8: number 1, C, carries 0.0080; number 2, C, carries 0.0305; number 3, C, carries -0.1897; number 4, C, carries -0.1699; number 5, C, carries -0.1298; number 6, C, carries 0.0717; number 7, C, carries -0.0125; number 8, C, carries -0.2626